ORCA calculation (wB97M-V/def2-TZVPD) on a structure of composition C4H7NO at a distorted geometry.

The calculated total energy comes out at -286.535039 Eh.

Element x y z (Å)
C  0.015  0.734  0.955
C  0.340  -0.693  1.164
O  -0.012  -1.646  -0.390
C  0.273  -0.982  -1.496
N  0.103  0.274  -1.691
C  -0.550  0.952  -0.621
H  -0.840  1.075  1.554
H  0.885  1.384  1.080
H  1.388  -0.968  1.186
H  -0.313  -1.248  1.836
H  0.764  -1.544  -2.302
H  -1.593  0.632  -0.514
H  -0.460  2.030  -0.759

=====

ORCA calculation (wB97M-V/def2-TZVPD) on an isolated molecule of C4H7NO.

The calculated total energy comes out at -286.581060 Eh. As for the structure (SMILES): O=CNC1CC1.

Element x y z (Å)
O  2.803  -1.497  -0.319
C  1.714  -0.984  -0.470
N  1.174  -0.058  0.380
C  -0.043  0.660  0.149
C  -1.339  0.357  0.852
C  -1.197  0.096  -0.625
H  1.051  -1.227  -1.322
H  1.853  0.411  0.962
H  0.135  1.718  -0.017
H  -1.390  -0.516  1.498
H  -1.919  1.211  1.189
H  -1.660  0.771  -1.338
H  -1.181  -0.944  -0.939

=====

ORCA calculation (wB97M-V/def2-TZVPD) on an isolated molecule of C4H7NO.

The calculated total energy comes out at -286.590368 Eh. As for the structure (SMILES): C1=NCCCO1.

Element x y z (Å)
C  -0.636  -0.367  0.774
C  -0.368  1.105  0.511
O  0.987  1.306  0.109
C  1.416  0.433  -0.835
N  0.903  -0.664  -1.194
C  -0.258  -1.174  -0.473
H  -0.033  -0.688  1.631
H  -1.690  -0.516  1.036
H  -1.017  1.483  -0.290
H  -0.512  1.723  1.400
H  2.329  0.799  -1.303
H  -0.022  -2.206  -0.191
H  -1.099  -1.234  -1.175

=====

ORCA calculation (wB97M-V/def2-TZVPD) on an isolated molecule of C4H7NO at a distorted geometry.

The calculated total energy comes out at -286.507893 Eh. As for the structure (SMILES): CC(C)=CN=O.

Element x y z (Å)
C  -0.364  1.402  0.014
C  -1.296  -0.953  0.019
C  -0.103  -0.062  0.041
C  1.153  -0.573  -0.026
N  2.208  0.305  -0.148
O  3.269  -0.280  0.131
H  1.315  -1.649  -0.088
H  0.566  1.962  0.027
H  -0.972  1.687  0.873
H  -0.928  1.667  -0.882
H  -1.890  -0.768  -0.877
H  -1.018  -2.004  0.043
H  -1.938  -0.735  0.873

=====

ORCA calculation (wB97M-V/def2-TZVPD) on an isolated molecule of C4H7NO.

The calculated total energy comes out at -286.567435 Eh. As for the structure (SMILES): CC(=O)N1CC1.

Element x y z (Å)
C  -1.385  -1.243  0.690
C  0.068  -1.118  0.280
O  0.847  -2.052  0.270
N  0.472  0.152  0.010
C  0.131  1.460  -0.401
C  1.512  0.870  -0.612
H  -1.770  -2.199  0.330
H  -1.443  -1.244  1.784
H  -2.005  -0.424  0.311
H  -0.017  2.186  0.395
H  -0.507  1.595  -1.277
H  2.335  1.183  0.025
H  1.791  0.593  -1.628

=====

ORCA calculation (wB97M-V/def2-TZVPD) on an isolated molecule of C4H7NO at a distorted geometry.

The calculated total energy comes out at -286.590482 Eh. As for the structure (SMILES): CC(C)(O)C#N.

Element x y z (Å)
C  -0.992  -0.924  -0.212
C  0.054  0.130  0.234
C  1.462  -0.003  -0.355
O  0.262  0.177  1.634
C  -0.607  1.376  -0.250
N  -1.311  2.193  -0.669
H  -0.754  -1.965  0.016
H  -1.946  -0.682  0.272
H  -1.145  -0.831  -1.292
H  2.056  0.862  -0.043
H  1.455  -0.045  -1.447
H  1.948  -0.899  0.044
H  -0.485  0.610  2.067

=====

ORCA calculation (wB97M-V/def2-TZVPD) on an isolated molecule of C4H7NO at a distorted geometry.

The calculated total energy comes out at -286.506702 Eh. As for the structure (SMILES): CC1=NCCO1.

Element x y z (Å)
C  -0.958  1.883  0.158
C  -0.337  0.529  0.215
N  -0.887  -0.573  0.515
C  0.199  -1.572  0.471
C  1.234  -0.868  -0.381
O  1.009  0.494  -0.122
H  -0.414  2.569  0.814
H  -2.004  1.831  0.465
H  -0.896  2.279  -0.861
H  0.471  -1.793  1.513
H  -0.107  -2.496  -0.009
H  0.790  -1.106  -1.599
H  1.901  -1.177  -1.179

=====

ORCA calculation (wB97M-V/def2-TZVPD) on a structure of composition C4H7NO.

The calculated total energy comes out at -286.496628 Eh.

Element x y z (Å)
O  1.004  0.630  0.827
C  1.088  0.294  -0.544
C  0.126  -0.903  -0.690
C  -1.093  -0.601  0.216
C  -0.753  0.638  0.976
N  -0.947  1.755  1.385
H  0.380  1.677  1.174
H  2.114  0.029  -0.818
H  0.759  1.134  -1.175
H  0.626  -1.807  -0.331
H  -0.164  -1.071  -1.732
H  -1.296  -1.419  0.912
H  -2.008  -0.401  -0.350

=====

ORCA calculation (wB97M-V/def2-TZVPD) on an isolated molecule of C4H7NO at a distorted geometry.

The calculated total energy comes out at -286.463260 Eh.

Element x y z (Å)
O  1.692  -1.840  1.666
C  1.254  -0.917  1.024
C  -0.256  -0.732  0.825
N  -0.548  0.169  -0.287
C  -0.079  -0.006  -1.527
C  -0.878  1.493  -0.243
H  1.923  -0.146  0.569
H  -0.640  -0.249  1.730
H  -0.717  -1.724  0.719
H  -0.632  0.339  -2.387
H  0.910  -0.432  -1.644
H  -0.131  2.250  -0.542
H  -1.831  1.800  0.190